C5H14N2O2 | ωB97M-V/def2-TZVPD

The relative energy (zero: lowest compared OMol25 entry of this formula, charge and spin) is 26.79 kcal per mole. Its SMILES is C[C@@H](C(N)N)C(C)(O)O. The highest occupied orbital energy comes out at -8.93 eV. Its max |F| is 3.23 eV/Å. The calculation puts the LUMO energy at 0.0306 Ha. The value obtained for the gap between HOMO and LUMO is 0.3588 Ha.

```
! wB97M-V def2-TZVPD RIJCOSX def2/J DEFGRID3
* xyz 0 1
C -0.913 -0.476 -1.429
C -0.530 -0.466 0.040
C 1.073 -0.890 0.261
N 1.253 -2.317 0.104
N 1.947 -0.174 -0.626
C -0.733 0.855 0.725
C -0.102 2.067 0.071
O -0.406 0.719 2.077
O -2.272 1.050 0.608
H -1.910 -0.062 -1.557
H -0.921 -1.494 -1.816
H -0.217 0.120 -2.014
H -1.081 -1.227 0.602
H 1.317 -0.639 1.298
H 0.900 -2.630 -0.796
H 0.781 -2.836 0.834
H 2.870 -0.089 -0.217
H 2.013 -0.613 -1.538
H 0.890 1.842 -0.306
H -0.047 2.900 0.772
H -0.713 2.379 -0.771
H -0.493 1.580 2.503
H -2.707 0.400 1.175
*
```

Löwdin atomic charge list, values in e, 4 entries: -0.056, -0.244, -0.416, 0.035